ORCA calculation (ωB97M-V with the def2-TZVPD basis set) on the molecule ClHOS at a distorted geometry.

Calculated values
ΔE to the lowest compared entry with this formula, charge and spin = 137.6 kJ/mol
E_HOMO = -8.72 eV
energy = -934.0967 Eh
frontier orbital gap = 6.4 eV

CARTESIAN COORDINATES (ANGSTROEM)
H -0.815 -0.367 -0.548
O 0.583 0.303 1.902
S 0.641 0.434 0.410
Cl -0.409 -0.369 -1.764

Forces on atoms 1 to 2 (eV/Å):
-0.9 0.1 0.0
0.2 -0.4 -0.9